{"formula": "C35H38F40NO9P2S", "method": "ωB97M-V/def2-TZVPD", "species": ["C", "C", "C", "C", "C", "P", "F", "C", "O", "C", "F", "F", "C", "F", "F", "C", "F", "F", "C", "O", "O", "O", "C", "C", "C", "C", "F", "F", "C", "F", "F", "C", "F", "F", "C", "F", "F", "F", "N", "C", "C", "C", "S", "P", "O", "O", "H", "H", "H", "H", "H", "H", "H", "H", "H", "H", "H", "H", "H", "H", "H", "H", "H", "H", "H", "H", "H", "H", "H", "H", "H", "H", "C", "C", "C", "F", "F", "F", "F", "O", "C", "C", "F", "F", "F", "F", "H", "H", "H", "H", "C", "C", "C", "F", "F", "F", "F", "O", "C", "C", "F", "F", "F", "F", "H", "H", "H", "H", "C", "C", "C", "F", "F", "F", "F", "O", "C", "C", "F", "F", "F", "F", "H", "H", "H", "H"], "xyz": [[5.9710, 5.4084, 0.2828], [4.7922, 5.0380, 1.2739], [3.7207, 4.1906, 0.5043], [2.6616, 5.0335, -0.3014], [1.2226, 4.5288, 0.0712], [0.6067, 3.0842, -1.0082], [0.4177, 4.0699, -2.4207], [-1.1294, 3.3559, -0.3001], [-1.4997, 2.6462, 0.6065], [-2.1600, 4.4684, -0.7265], [-1.5829, 5.5915, -1.2426], [-2.7315, 4.9146, 0.4551], [-3.3600, 3.9732, -1.5819], [-4.4269, 4.8097, -1.4898], [-3.8081, 2.7862, -1.0711], [-3.0493, 3.7259, -3.0823], [-4.2251, 3.2879, -3.6535], [-2.1486, 2.7436, -3.3119], [-2.6208, 4.9813, -3.9061], [-3.1560, 6.0370, -3.7830], [-1.6228, 4.8434, -4.8333], [0.1700, 1.7949, -2.0890], [0.1440, 0.4818, -1.4917], [0.4640, -0.4170, -2.7534], [1.1555, -1.7984, -2.4548], [0.9741, -2.7030, -3.6938], [-0.3377, -2.8269, -4.0740], [1.5751, -2.0518, -4.7475], [1.5563, -4.1641, -3.6196], [0.4921, -5.0171, -3.5192], [2.1454, -4.4437, -4.8083], [2.5210, -4.5047, -2.4457], [2.8528, -5.8209, -2.6190], [1.9247, -4.4724, -1.2333], [3.9090, -3.7322, -2.4511], [4.0452, -2.8872, -3.4664], [4.0691, -3.1639, -1.2500], [4.9156, -4.6195, -2.5687], [-1.2776, 0.3529, -1.1772], [-1.7281, -0.9478, -0.6605], [-2.6006, -0.6663, 0.6369], [1.1939, 0.6118, -0.3196], [1.0141, -0.3940, 1.2127], [3.0485, 0.4911, -0.7011], [3.8098, 0.9235, 0.5527], [1.1079, 1.9247, 0.2086], [5.6983, 5.0052, -0.7203], [6.1016, 6.5133, 0.2654], [6.9359, 4.9128, 0.5468], [4.3795, 5.9067, 1.8262], [5.2322, 4.3517, 2.0421], [4.2311, 3.5023, -0.2123], [3.2451, 3.5147, 1.2532], [2.7424, 6.1302, -0.0911], [2.8947, 4.9187, -1.3860], [0.5497, 5.4194, 0.0586], [1.2078, 4.1588, 1.1283], [1.9829, 2.9867, -1.4569], [-0.8700, 4.3629, -4.4388], [1.1400, 0.1501, -3.4388], [-0.4888, -0.5156, -3.3198], [0.8572, -2.2577, -1.4923], [2.2493, -1.5879, -2.3797], [-1.8420, 0.6838, -1.9504], [-0.9271, -1.6416, -0.3431], [-2.3781, -1.4516, -1.4145], [-3.3344, -1.4984, 0.7488], [-1.8944, -0.7750, 1.4958], [-3.0602, 0.3381, 0.6016], [1.8058, -1.5132, 1.0381], [3.4733, 1.3597, -1.7426], [3.4851, -0.8338, -0.9790], [-6.1661, 3.6837, 1.4655], [-6.8844, 4.6859, 2.3948], [-6.3131, 4.8579, 3.8051], [-6.3523, 3.7231, 4.5240], [-7.0475, 5.7751, 4.4886], [-8.2011, 4.3748, 2.4463], [-6.8062, 5.9032, 1.7871], [-6.7239, 2.3702, 1.3345], [-6.3899, 1.3831, 2.2652], [-7.6009, 0.8980, 3.0669], [-8.1853, 1.9075, 3.7411], [-7.2182, -0.0239, 3.9812], [-5.3818, 1.8044, 3.0433], [-5.9018, 0.3521, 1.5498], [-6.2606, 4.1014, 0.4619], [-5.0915, 3.6475, 1.6514], [-5.2809, 5.2156, 3.7654], [-8.3467, 0.4524, 2.4060], [5.6964, -1.8609, 3.6866], [4.7544, -0.6506, 3.8680], [5.2278, 0.6915, 3.2980], [6.3708, 1.1249, 3.8760], [4.2921, 1.6381, 3.5333], [4.4383, -0.5345, 5.1806], [3.6023, -0.9635, 3.2239], [6.5327, -2.2363, 4.7898], [7.7659, -1.6074, 4.9653], [7.8308, -0.8133, 6.2735], [6.8808, 0.1357, 6.3234], [9.0277, -0.1884, 6.3812], [8.0717, -0.8676, 3.8897], [8.6889, -2.5946, 5.0169], [5.0380, -2.7222, 3.5631], [6.2610, -1.8051, 2.7554], [5.3769, 0.6260, 2.2168], [7.6980, -1.4746, 7.1320], [-2.5624, -6.7465, -3.0686], [-3.3420, -5.8460, -2.0847], [-2.8282, -5.7800, -0.6431], [-2.8597, -6.9741, -0.0249], [-3.6122, -4.9466, 0.0832], [-4.6481, -6.1958, -2.1112], [-3.2778, -4.5816, -2.5853], [-3.0827, -8.0570, -3.3257], [-2.7570, -9.1091, -2.4678], [-3.9870, -9.6758, -1.7523], [-4.6115, -8.7342, -1.0223], [-3.6186, -10.6625, -0.9021], [-1.7846, -8.7385, -1.6206], [-2.2287, -10.0793, -3.2445], [-2.6325, -6.2482, -4.0366], [-1.4949, -6.7724, -2.8472], [-1.8059, -5.3927, -0.6119], [-4.7008, -10.0778, -2.4737]], "charge": -1, "e_tot_ev": -194942.598, "gap_ev": 7.77, "homo_ev": -6.07, "molar_mass_g_mol": 1470.62}


{"formula": "C2H9NS2", "method": "ωB97M-V/def2-TZVPD", "species": ["C", "S", "S", "H", "H", "H", "H", "C", "N", "H", "H", "H", "H", "H"], "xyz": [[0.4235, 2.2871, -0.0291], [-0.9444, 3.2651, 0.5934], [-0.2044, 3.5747, 2.6181], [1.3465, 2.8034, 0.2510], [0.3758, 2.5643, -1.0909], [0.4854, 1.2139, 0.1078], [-1.1591, 2.9070, 3.2508], [-0.4208, -3.1163, -0.6914], [0.5841, -2.0087, -0.6944], [-1.4158, -2.8513, -1.0596], [-0.6443, -3.3754, 0.3464], [0.1449, -3.9342, -1.1336], [1.1972, -2.2251, -1.4688], [0.2314, -1.1045, -0.9999]], "charge": 0, "e_tot_ev": -25379.624, "smiles": "CSS.CN", "gap_ev": 9.24, "homo_ev": -8.98, "relative_energy_ev": 1.090, "molar_mass_g_mol": 111.23}


{"formula": "C30H31Cl2Zr", "method": "ωB97M-V/def2-TZVPD", "species": ["C", "C", "C", "C", "C", "C", "C", "C", "Zr", "C", "C", "C", "C", "C", "C", "C", "H", "H", "H", "H", "H", "H", "H", "H", "H", "H", "H", "H", "H", "H", "H", "H", "H", "H", "H", "H", "Cl", "C", "C", "C", "C", "C", "C", "C", "C", "C", "C", "C", "Cl", "C", "C", "C", "C", "H", "H", "H", "H", "H", "H", "H", "H", "H", "H", "H"], "xyz": [[-0.7676, -2.9851, 2.0905], [-1.9428, -2.0807, 2.4575], [-2.8967, -2.7576, 3.4377], [-1.4499, -0.7590, 3.0134], [-2.2157, 0.1353, 3.8639], [-1.5916, 1.4340, 3.7791], [-0.4557, 1.3323, 2.9091], [-0.3748, -0.0088, 2.4336], [-2.8502, 0.7443, 1.7187], [0.0767, 2.8946, -1.7178], [-4.3262, 2.3713, 1.8856], [-4.2173, -0.4419, -0.0641], [-2.9778, -0.4734, -0.7709], [-2.0298, -1.1868, 0.0122], [-2.6832, -1.6274, 1.2111], [-4.0571, -1.1664, 1.1722], [-0.0793, -2.5168, 1.3847], [-0.2013, -3.2462, 2.9898], [-1.1400, -3.9073, 1.6352], [-3.7522, -2.1280, 3.7095], [-3.2868, -3.6798, 2.9911], [-2.3615, -3.0136, 4.3600], [-3.0246, -0.1451, 4.5344], [-1.8847, 2.3247, 4.3392], [0.2761, 2.1241, 2.6905], [0.4366, -0.4248, 1.8312], [-0.9443, 2.9083, -2.1134], [0.0677, 3.1076, -0.6422], [0.3614, 1.8510, -1.8590], [-4.6461, 2.7125, 0.8746], [-5.2388, 2.0967, 2.4373], [-3.8886, 3.2613, 2.3847], [-5.1454, -0.0103, -0.4287], [-2.7831, -0.0817, -1.7720], [-1.0132, -1.4594, -0.2869], [-4.8439, -1.4270, 1.8785], [6.4099, 3.1444, 0.1658], [4.8569, 3.2950, -0.5515], [3.8015, 3.9093, 0.1402], [2.5796, 4.0905, -0.5088], [2.3951, 3.6846, -1.8268], [0.9692, 3.8347, -2.3946], [0.7592, 3.5572, -3.8515], [-0.4656, 3.7135, -4.4186], [-0.8174, 3.3457, -5.7850], [-2.1069, 3.6012, -6.3406], [-2.3872, 3.3393, -7.6837], [-1.4208, 2.7226, -8.4900], [-1.7523, 2.3855, -10.1111], [-0.1645, 2.4244, -7.9523], [0.1258, 2.7024, -6.6176], [3.4213, 3.0077, -2.4853], [4.6650, 2.8339, -1.8670], [3.9482, 4.1410, 1.1951], [1.7419, 4.4564, 0.0746], [0.5620, 4.8353, -2.1789], [1.6556, 3.1690, -4.3496], [-1.3171, 4.0363, -3.8001], [-2.8820, 4.0302, -5.6938], [-3.3660, 3.5688, -8.1002], [0.5687, 1.9439, -8.5843], [1.0806, 2.4310, -6.1607], [3.2157, 2.5040, -3.4250], [5.4275, 2.2539, -2.3764]], "charge": -1, "e_tot_ev": -57936.797, "gap_ev": 3.00, "homo_ev": -1.01, "molar_mass_g_mol": 553.71}


{"formula": "C6H6O2", "method": "ωB97M-V/def2-TZVPD", "species": ["O", "C", "C", "C", "C", "C", "C", "O", "H", "H", "H", "H", "H", "H"], "xyz": [[2.7461, 0.7575, 0.1180], [1.5459, 0.4518, -0.2285], [0.1895, 1.3974, -0.1008], [-0.6552, 0.3997, 0.5724], [-1.6938, -0.7066, 0.0133], [-0.2531, -1.0859, -0.2495], [1.1757, -1.1031, 0.0929], [2.2342, -1.8488, 0.1116], [0.4466, 2.4285, 0.2896], [-0.4570, 1.5650, -1.1201], [-0.5279, 0.2119, 1.6738], [-2.0623, -1.1629, 0.8000], [-2.4456, -0.6124, -0.7866], [-0.2431, -0.6920, -1.1860]], "charge": 0, "e_tot_ev": -10407.595, "smiles": "O=C1C[C@H]2C[C@@H]2C1=O", "gap_ev": 9.05, "homo_ev": -9.58, "relative_energy_ev": 5.814, "molar_mass_g_mol": 110.11}


What did the second record say?
{"formula": "C2H9NS2", "method": "ωB97M-V/def2-TZVPD", "species": ["C", "S", "S", "H", "H", "H", "H", "C", "N", "H", "H", "H", "H", "H"], "xyz": [[0.4235, 2.2871, -0.0291], [-0.9444, 3.2651, 0.5934], [-0.2044, 3.5747, 2.6181], [1.3465, 2.8034, 0.2510], [0.3758, 2.5643, -1.0909], [0.4854, 1.2139, 0.1078], [-1.1591, 2.9070, 3.2508], [-0.4208, -3.1163, -0.6914], [0.5841, -2.0087, -0.6944], [-1.4158, -2.8513, -1.0596], [-0.6443, -3.3754, 0.3464], [0.1449, -3.9342, -1.1336], [1.1972, -2.2251, -1.4688], [0.2314, -1.1045, -0.9999]], "charge": 0, "e_tot_ev": -25379.624, "smiles": "CSS.CN", "gap_ev": 9.24, "homo_ev": -8.98, "relative_energy_ev": 1.090, "molar_mass_g_mol": 111.23}